--- A ---
# C30H80O30S10

A cluster of 10 separate species, C30H80O30S10 in total (ωB97M-V/def2-TZVPD, the Open Molecules 2025 dataset).

Results
SMILES: CCOS(C)(=O)=O.CCOS(C)(=O)=O.CCOS(C)(=O)=O.CCOS(C)(=O)=O.CCOS(C)(=O)=O.CCOS(C)(=O)=O.CCOS(C)(=O)=O.CCOS(C)(=O)=O.CCOS(C)(=O)=O.CCOS(C)(=O)=O
LUMO level: -0.2 eV
HOMO-LUMO gap: 0.3895 hartree

XYZ file:
```
150
C30H80O30S10, DFT ωB97M-V/def2-TZVPD
C 3.38399 2.58586 14.96118
C 3.73841 2.28666 16.37136
O 2.51546 1.99914 17.04975
S 2.47397 1.41266 18.60508
C 3.00316 2.92490 19.46852
O 1.10579 1.01097 18.95831
O 3.52815 0.42490 18.65642
H 2.67747 3.41277 14.88945
H 3.05596 1.76050 14.32930
H 4.22330 3.09296 14.48525
H 4.47075 1.48362 16.45444
H 4.08991 3.10187 17.00380
H 2.72304 2.79745 20.51417
H 2.38603 3.70874 19.02937
H 4.05284 3.14730 19.27666
C 4.01778 0.74775 10.36713
C 3.60023 0.58599 8.94045
O 2.38592 -0.17003 8.77636
S 2.08720 -0.74535 7.24038
C 3.23482 -2.24084 7.46773
O 0.73134 -1.21361 7.23048
O 2.55486 0.18924 6.19314
H 4.35478 -0.22519 10.72480
H 3.15247 1.04228 10.96093
H 4.79110 1.51567 10.38645
H 3.47151 1.56992 8.48943
H 4.41097 0.06703 8.42910
H 2.66371 -3.14715 7.26641
H 3.61952 -2.42883 8.47011
H 4.11328 -2.12112 6.83364
C 5.07769 -2.51924 18.96625
C 5.84454 -1.31128 19.59192
O 7.23730 -1.65497 19.85438
S 8.08263 -0.65800 20.89878
C 8.58165 0.68433 19.70963
O 7.14819 -0.15297 21.89454
O 9.33126 -1.36289 21.35360
H 5.01678 -3.30203 19.72231
H 5.72885 -2.78236 18.13267
H 4.10084 -2.20105 18.60208
H 5.70440 -0.60228 18.77597
H 5.39024 -0.87582 20.48191
H 8.14298 1.62428 20.04453
H 8.24792 0.41537 18.70744
H 9.66654 0.78856 19.69387
C 7.40845 0.32564 15.27989
C 7.50289 -1.22574 14.91884
O 6.35312 -1.65896 15.58232
S 5.49602 -2.90576 14.92187
C 4.72046 -2.05103 13.43898
O 6.47605 -3.84902 14.41219
O 4.39386 -3.28256 15.80470
H 7.00750 0.47796 16.28196
H 6.75978 0.82247 14.55844
H 8.29007 0.92866 15.06261
H 7.43299 -1.41057 13.84690
H 8.40615 -1.70941 15.29070
H 4.25967 -2.85310 12.86239
H 5.52093 -1.69201 12.79210
H 3.99305 -1.30414 13.75699
C 7.08677 4.31114 13.47338
C 7.64493 4.61295 14.84669
O 6.86886 3.92760 15.86223
S 7.37718 3.86125 17.44456
C 6.98704 5.49645 18.07659
O 6.50020 2.90255 18.10626
O 8.82136 3.74251 17.41256
H 6.81036 3.26768 13.32202
H 7.81529 4.56801 12.70438
H 6.22622 4.93164 13.22332
H 8.70243 4.34884 14.85262
H 7.53502 5.68170 15.03051
H 7.74298 6.24935 17.85344
H 6.77297 5.43429 19.14355
H 6.11270 5.85550 17.53372
C 5.68860 -7.47020 15.73252
C 7.10198 -8.06339 15.47577
O 7.27327 -7.86702 14.06318
S 8.25601 -8.85401 13.16509
C 9.94589 -8.06700 13.53324
O 8.15456 -10.17586 13.72816
O 7.91460 -8.60791 11.75648
H 5.41361 -7.77801 16.74135
H 4.94278 -7.76105 14.99275
H 5.69645 -6.38135 15.68304
H 7.81035 -7.46150 16.04502
H 7.19578 -9.13493 15.65215
H 10.72032 -8.54840 12.93607
H 10.30633 -8.23383 14.54830
H 9.94665 -7.03691 13.17686
C 8.44181 2.95374 8.71362
C 9.22566 2.41668 9.91693
O 8.26601 2.05242 10.78783
S 8.19905 0.54644 11.43511
C 8.08734 -0.49469 9.87839
O 9.51414 0.25878 11.99662
O 6.90432 0.46128 12.17899
H 7.80268 2.20230 8.24999
H 8.99354 3.42291 7.89902
H 7.76217 3.71871 9.08912
H 9.86474 1.58927 9.60859
H 9.68568 3.26643 10.42132
H 7.88849 -1.50154 10.24556
H 8.98095 -0.45450 9.25553
H 7.20195 -0.19115 9.31978
C 0.83230 -5.87393 16.07784
C 0.22662 -4.45336 16.34472
O 0.75535 -3.68286 15.34325
S 0.69571 -2.04373 15.36545
C 1.72643 -1.70459 16.86483
O 1.44479 -1.55080 14.20657
O -0.75644 -1.71404 15.52252
H 1.88817 -5.89780 16.34742
H 0.71319 -6.15282 15.03088
H 0.27417 -6.57960 16.69317
H -0.86091 -4.48129 16.41258
H 0.55397 -4.12277 17.33044
H 2.31022 -0.85187 16.51817
H 2.36495 -2.55322 17.11023
H 1.01159 -1.55121 17.67327
C 3.56150 -5.84794 12.61582
C 4.84602 -5.67614 11.82598
O 4.59481 -5.41363 10.42213
S 5.50493 -4.36346 9.57821
C 7.24325 -4.86590 9.97171
O 5.12163 -4.59410 8.20533
O 5.36564 -3.01464 10.15763
H 3.06372 -6.79796 12.42143
H 2.90793 -5.00662 12.38533
H 3.75092 -5.80331 13.68831
H 5.48505 -4.86681 12.17914
H 5.39249 -6.60673 11.97917
H 7.55457 -4.24236 10.80979
H 7.82760 -4.54683 9.10867
H 7.36812 -5.94851 9.95017
C 8.89469 -4.21870 16.98012
C 9.69505 -3.05171 17.57664
O 10.73481 -2.62010 16.70681
S 11.59214 -1.21825 17.15061
C 12.60489 -2.04198 18.46360
O 12.47220 -0.80837 16.02667
O 10.65478 -0.28189 17.73718
H 9.39659 -5.18549 17.01893
H 8.56262 -4.06873 15.95282
H 8.02048 -4.59684 17.51010
H 8.95999 -2.27248 17.77809
H 10.15906 -3.40478 18.49758
H 12.00872 -2.28754 19.34246
H 13.41606 -1.34256 18.66589
H 12.99603 -2.96630 18.03847
```


--- B ---
# C30H80O30S10

A cluster of 10 separate species, C30H80O30S10 in total (ωB97M-V/def2-TZVPD, the Open Molecules 2025 dataset).

Results
SMILES: CCOS(C)(=O)=O.CCOS(C)(=O)=O.CCOS(C)(=O)=O.CCOS(C)(=O)=O.CCOS(C)(=O)=O.CCOS(C)(=O)=O.CCOS(C)(=O)=O.CCOS(C)(=O)=O.CCOS(C)(=O)=O.CCOS(C)(=O)=O
LUMO level: 0.0 eV
HOMO-LUMO gap: 0.3798 hartree

XYZ file:
```
150
C30H80O30S10, DFT ωB97M-V/def2-TZVPD
C 6.56268 -0.37381 4.05316
C 5.21944 -0.69194 3.41474
O 4.38526 0.45204 3.55517
S 3.32529 0.78862 2.33248
C 4.15949 2.19754 1.50486
O 3.28172 -0.31318 1.40837
O 2.09932 1.21099 2.95095
H 6.68180 0.68815 4.28430
H 7.33889 -0.44203 3.28303
H 6.94337 -0.90095 4.92542
H 5.43533 -0.86226 2.35616
H 4.75126 -1.61837 3.75485
H 3.44965 2.71494 0.86758
H 5.05034 1.82307 1.01109
H 4.44334 2.79112 2.37389
C -0.09053 -3.05097 0.79880
C 0.40393 -1.66070 0.40308
O -0.68672 -0.77015 0.18502
S -0.57325 0.26131 -1.07861
C 0.43191 1.52121 -0.20436
O 0.08824 -0.39750 -2.14503
O -1.91720 0.75451 -1.26328
H -0.74173 -3.57269 0.09807
H -0.50543 -3.03383 1.80318
H 0.82296 -3.65630 0.81173
H 1.03744 -1.36179 1.24171
H 1.00661 -1.68295 -0.50651
H 0.25674 2.49692 -0.65264
H 1.50218 1.32827 -0.15332
H 0.07190 1.41331 0.81754
C 3.59493 -4.20414 -0.44522
C 3.65153 -4.25547 1.06527
O 4.56863 -5.34719 1.39889
S 3.92890 -6.83954 1.27461
C 4.54086 -7.42959 2.87888
O 2.49423 -6.76317 1.28025
O 4.72907 -7.40697 0.21921
H 4.55313 -3.81238 -0.79545
H 2.88330 -3.38626 -0.61705
H 3.43873 -5.10648 -1.02542
H 4.11448 -3.36839 1.49614
H 2.74390 -4.45436 1.63557
H 4.26299 -8.47821 2.98031
H 3.90559 -6.83868 3.53892
H 5.59704 -7.31027 3.08699
C 1.37451 -1.60817 4.27771
C 0.71157 -2.79421 5.00329
O -0.65570 -2.51417 5.17714
S -1.73229 -3.72509 5.04262
C -0.99284 -4.92942 6.19149
O -2.97851 -3.26930 5.61109
O -1.55821 -4.25904 3.71963
H 2.02744 -1.87735 3.44864
H 1.97373 -1.01042 4.97080
H 0.63166 -0.88144 3.94847
H 0.87257 -3.64017 4.32611
H 1.20195 -2.99471 5.95878
H -0.03473 -5.20347 5.76258
H -1.63136 -5.76976 6.43951
H -0.81383 -4.35158 7.09949
C 3.31774 3.05588 -5.47488
C 3.22969 1.60084 -5.04756
O 2.99512 1.50591 -3.64425
S 3.75659 0.34250 -2.81948
C 2.81135 -1.11717 -3.41866
O 5.12273 0.30982 -3.25369
O 3.44424 0.58103 -1.45258
H 2.33527 3.52126 -5.53051
H 3.91601 3.08540 -6.38378
H 3.90507 3.58068 -4.71938
H 2.56580 1.03709 -5.70757
H 4.22840 1.21129 -5.26746
H 2.22584 -1.37811 -2.54422
H 3.55539 -1.87111 -3.66854
H 2.21099 -0.89666 -4.29413
C -2.58690 -5.61461 -4.42111
C -1.27886 -6.33228 -4.13981
O -1.31286 -6.59989 -2.72379
S -0.16191 -7.58114 -2.08912
C 1.09943 -6.38717 -1.68893
O -0.77609 -8.17178 -0.92214
O 0.31389 -8.36604 -3.19581
H -2.62520 -4.72788 -3.78356
H -3.46927 -6.16383 -4.09134
H -2.68853 -5.37025 -5.47674
H -1.23155 -7.24750 -4.72617
H -0.42545 -5.68940 -4.35807
H 1.28296 -5.79828 -2.58591
H 1.95619 -6.99259 -1.39847
H 0.84584 -5.67822 -0.90466
C -3.53828 -1.87511 1.78561
C -4.62465 -0.88352 1.42576
O -4.29249 0.48388 1.62094
S -4.08049 1.01449 3.16682
C -4.50081 2.76335 2.83174
O -5.10368 0.38528 3.98327
O -2.70128 0.86300 3.53895
H -2.94721 -1.65877 2.67000
H -2.85772 -2.01432 0.94149
H -3.97833 -2.87594 1.82292
H -4.85923 -0.92547 0.35618
H -5.61890 -1.10063 1.83210
H -5.40370 2.74983 2.22454
H -3.67494 3.29060 2.36786
H -4.79182 3.20469 3.78359
C -4.75351 2.51628 -0.99712
C -6.14828 2.75691 -1.58192
O -6.92578 3.37159 -0.54190
S -8.55615 3.25397 -0.62333
C -8.94708 4.79556 -1.46406
O -8.83642 2.12054 -1.47549
O -9.06479 3.33150 0.71438
H -4.16091 3.38441 -0.72517
H -4.24007 1.98078 -1.80029
H -4.80429 1.79702 -0.17773
H -6.00056 3.52634 -2.34829
H -6.55864 1.88052 -2.07247
H -10.03107 4.85479 -1.55129
H -8.59245 4.85382 -2.49366
H -8.49170 5.62400 -0.92859
C 0.91079 8.71853 3.27551
C 1.83465 7.84631 2.40146
O 1.01938 7.31851 1.34625
S 1.18304 5.78794 0.84876
C 0.69247 4.98925 2.43963
O 0.26189 5.42403 -0.19577
O 2.57966 5.40159 0.72815
H 0.26017 8.08445 3.87178
H 0.30635 9.38156 2.65802
H 1.55579 9.36216 3.87405
H 2.61240 8.38765 1.86592
H 2.23135 7.08295 3.07290
H -0.09820 4.29088 2.16498
H 0.32265 5.75191 3.11252
H 1.53443 4.38250 2.75588
C -0.18377 5.18431 -7.10424
C -1.00035 5.45340 -5.84533
O -1.88690 4.36554 -5.53367
S -2.28933 4.05841 -3.99542
C -1.52186 2.40834 -3.89311
O -1.65808 5.03323 -3.16050
O -3.69657 3.75432 -3.98041
H 0.18107 4.16469 -7.12039
H 0.49273 6.03770 -7.15709
H -0.84303 5.39838 -7.95186
H -0.26185 5.54954 -5.04277
H -1.60387 6.36124 -5.83184
H -1.31991 2.46473 -2.82087
H -0.54692 2.42439 -4.37257
H -2.18238 1.59119 -4.14314
```


Which one sits at the top of the stability order? B does.


--- A ---
# C2H3ClO2

An isolated molecule of C2H3ClO2 (ωB97M-V/def2-TZVPD, the Open Molecules 2025 dataset).

Results
SMILES: O[C@@]1(Cl)CO1
LUMO level: 0.6 eV
HOMO-LUMO gap: 0.3910 hartree

XYZ file:
```
8
C2H3ClO2, DFT ωB97M-V/def2-TZVPD
O -0.28588 -1.62115 0.09617
C -0.39713 -0.29603 -0.03956
Cl -2.02704 0.44875 0.20862
C 0.85395 0.82234 0.21248
O 0.29514 0.35581 -1.04352
H -0.83741 -2.00280 -0.61910
H 0.61485 1.71778 0.64786
H 1.78352 0.57529 0.53705
```


--- B ---
# C2H3ClO2

An isolated molecule of C2H3ClO2 (ωB97M-V/def2-TZVPD, the Open Molecules 2025 dataset).

Results
LUMO level: 0.3 eV
HOMO-LUMO gap: 0.3557 hartree

XYZ file:
```
8
C2H3ClO2, DFT ωB97M-V/def2-TZVPD
C 0.77408 0.66652 0.33771
C -0.33222 -0.36262 0.12901
O 0.43794 1.07647 -0.91839
O -0.20235 -1.50975 -0.50185
Cl -1.95061 0.19607 0.16583
H 0.59761 1.27733 1.17026
H 1.76166 0.35352 0.51899
H -1.08609 -1.69753 -0.90156
```


Which one sits at the top of the stability order? A does.


--- A ---
# C2H3ClO2

A structure of composition C2H3ClO2 (ωB97M-V/def2-TZVPD, the Open Molecules 2025 dataset).

Results
LUMO level: 0.7 eV
HOMO-LUMO gap: 0.3880 hartree

XYZ file:
```
8
C2H3ClO2, DFT ωB97M-V/def2-TZVPD
C -1.19925 0.10007 0.14201
C -0.08221 0.08159 0.76750
O 1.11023 -0.48887 -1.37856
O 1.25990 -0.80633 -0.02352
Cl 0.47834 0.37015 2.22732
H -2.04629 0.46599 0.74571
H -1.15150 -0.08632 -0.91628
H 1.63079 0.36372 -1.56417
```


--- B ---
# C2H3ClO2

A cluster of 3 separate species, C2H3ClO2 in total (ωB97M-V/def2-TZVPD, the Open Molecules 2025 dataset).

Results
LUMO level: -1.5 eV
HOMO-LUMO gap: 0.3054 hartree

XYZ file:
```
8
C2H3ClO2, DFT ωB97M-V/def2-TZVPD
C -0.41110 -0.73650 -0.28337
C 0.18999 0.75395 2.06651
O 0.36658 1.19401 -1.04197
O 1.29277 0.67343 1.92734
Cl 0.14397 -2.29201 -0.73000
H -0.83640 0.02649 -1.00247
H -0.50544 -0.68628 0.79867
H -0.24037 1.06691 -1.73471
```


Which one sits at the top of the stability order? B does.